1.
{
  "formula": "C17H18N4O2STc",
  "method": "ωB97M-V/def2-TZVPD",
  "multiplicity": 4,
  "total_energy_ev": -40961.68372,
  "total_charge": 4,
  "e_lumo_ha": [-0.5242, -0.6302],
  "e_homo_ev": [-22.3, -23.1],
  "orbital_gap_ev": [8.002, 5.908],
  "s2": 3.777,
  "symbols": ["N", "C", "C", "H", "H", "H", "N", "C", "C", "H", "H", "H", "N", "C", "C", "H", "H", "H", "Tc", "C", "O", "C", "O", "C", "C", "C", "C", "C", "C", "H", "H", "H", "H", "H", "H", "S", "C", "C", "N", "C", "H", "H", "H"],
  "positions_angstrom": [[0.352837, 2.394383, 0.022822], [0.525274, 3.525060, 0.193301], [0.588827, 4.941613, 0.396109], [-0.435554, 5.323058, 0.401861], [1.168742, 5.403598, -0.406676], [1.049106, 5.135675, 1.365156], [2.364964, -1.533014, -0.384980], [3.319779, -2.160638, -0.622957], [4.517780, -2.945978, -0.464843], [5.252216, -2.545301, -1.165344], [4.290948, -3.981497, -0.732560], [4.926374, -2.907885, 0.556103], [-2.043765, -1.303297, 0.022319], [-3.009662, -1.905999, 0.195242], [-4.287544, -2.526809, 0.401300], [-4.188867, -3.292328, 1.170969], [-4.637231, -2.965268, -0.538166], [-4.980204, -1.754188, 0.743738], [0.745102, -0.480529, -0.070544], [0.278457, -1.878508, 1.154320], [0.040057, -2.641785, 2.002091], [1.830211, 0.511904, 1.150520], [2.434010, 1.038900, 2.007747], [0.951902, 1.049836, -2.312056], [-0.422543, 1.100057, -2.105057], [-1.177231, -0.064808, -2.105366], [-0.568836, -1.298354, -2.310852], [0.803483, -1.362014, -2.459255], [1.571485, -0.176218, -2.460555], [1.548155, 1.966820, -2.299913], [-0.927866, 2.052039, -1.965636], [-2.252875, 0.006900, -1.967427], [-1.161500, -2.217577, -2.297912], [1.279376, -2.335631, -2.559978], [2.654618, -0.212024, -2.561582], [-2.896117, 1.873061, 2.388126], [-1.861987, 1.208089, 3.600787], [-0.816515, 0.531097, 2.963730], [-0.817486, 0.529095, 1.593010], [-1.872544, 1.211824, 1.168266], [-2.001003, 1.300128, 4.678905], [-0.020010, 0.017126, 3.473730], [-2.114351, 1.369379, 0.141513]],
  "forces_ev_per_a": [[0.46, 0.68, 0.72], [-0.47, -0.64, -0.15], [0.15, 0.35, 0.07], [0.10, 0.15, -0.08], [-0.05, 0.12, 0.11], [0.10, 0.18, -0.02], [2.02, -1.33, -0.73], [-0.98, 0.62, 2.46], [0.26, -0.05, -0.83], [0.29, -0.20, -0.09], [0.09, -0.09, -0.09], [-0.40, 0.22, -0.13], [0.03, -0.39, 0.65], [-0.17, 0.34, -0.07], [-0.20, -0.26, 0.02], [-0.14, -0.13, -0.03], [-0.07, -0.02, 0.16], [-0.11, -0.13, -0.06], [-1.48, 0.94, -3.67], [-0.87, -4.27, 5.54], [0.96, 3.13, -3.96], [3.93, 2.84, 6.11], [-2.83, -2.44, -4.50], [0.96, 0.51, 0.34], [-1.17, 0.12, -0.41], [-0.58, 1.01, -0.40], [-0.08, -1.08, 0.34], [0.13, -0.56, -0.31], [0.56, 0.11, -0.30], [-0.22, -0.35, -0.14], [0.19, -0.18, -0.19], [0.25, -0.10, -0.18], [0.23, 0.34, -0.14], [-0.10, 0.26, -0.20], [-0.28, -0.01, -0.20], [0.26, -0.16, 1.22], [-1.51, 0.97, -0.83], [1.43, -0.93, -2.10], [-0.39, 0.26, 1.70], [-0.25, 0.16, 0.72], [-0.14, 0.09, -0.17], [0.13, -0.09, 0.34], [-0.04, 0.02, -0.51]]
}

***

2.
{
  "formula": "H18O9",
  "method": "ωB97M-V/def2-TZVPD",
  "multiplicity": 1,
  "total_energy_ev": -18719.77776,
  "e_lumo_ha": 0.0002,
  "e_homo_ev": -10.1,
  "orbital_gap_ev": 10.081,
  "smiles": "O.O.O.O.O.O.O.O.O",
  "symbols": ["O", "H", "H", "O", "H", "H", "O", "H", "H", "O", "H", "H", "O", "H", "H", "O", "H", "H", "O", "H", "H", "O", "H", "H", "O", "H", "H"],
  "positions_angstrom": [[8.105159, -21.280913, 9.227687], [8.713487, -21.408176, 8.515306], [7.380272, -20.688817, 8.986082], [8.960717, -23.537554, 4.210143], [8.102620, -23.833335, 3.839844], [8.984967, -23.908783, 5.082082], [8.614024, -23.924347, 6.874198], [8.075158, -24.704322, 6.920764], [7.905065, -23.237604, 6.901685], [11.331102, -21.439303, 9.812266], [11.877734, -20.721647, 10.107955], [10.620815, -21.462116, 10.457013], [9.576258, -19.052231, 7.594341], [9.088966, -18.912827, 6.747268], [9.897896, -19.974314, 7.582836], [8.591425, -20.664658, 4.680139], [9.470630, -20.321620, 4.553448], [8.768400, -21.610717, 4.815348], [10.175043, -21.711480, 7.365184], [10.774999, -21.538613, 8.098575], [9.876679, -22.611260, 7.343112], [12.155881, -22.081424, 5.481196], [11.332144, -22.092608, 5.960402], [12.727127, -21.579096, 6.094435], [13.320684, -20.187719, 6.995271], [14.103230, -19.685183, 6.773231], [13.437718, -20.261972, 7.973542]],
  "forces_ev_per_a": [[-1.16, -0.33, 1.52], [0.36, 0.44, -1.06], [0.65, -0.08, -0.27], [-0.88, 0.15, -1.40], [0.81, 0.33, 0.20], [0.15, -0.40, 0.89], [-1.04, 1.20, 0.14], [-0.07, -1.06, 0.26], [0.84, -0.28, 0.03], [0.04, -0.36, -0.13], [0.44, 0.57, 0.18], [-0.45, -0.08, 0.01], [-0.34, 0.23, -0.65], [0.67, -0.50, 0.97], [-0.58, 0.85, -0.55], [-0.36, -0.32, 0.38], [0.56, 0.33, -0.15], [-0.15, 0.07, -0.39], [-0.28, 0.95, -0.62], [0.33, -0.68, 0.63], [0.09, -1.06, 0.39], [0.84, -0.11, -0.14], [-0.47, 0.08, 0.07], [-0.24, -0.21, -0.61], [0.36, 0.15, 1.95], [0.28, 0.25, -0.56], [-0.39, -0.10, -1.08]]
}

***

3.
{
  "formula": "C38H39F5N2ORu",
  "method": "ωB97M-V/def2-TZVPD",
  "multiplicity": 5,
  "total_energy_ev": -61233.17890,
  "total_charge": -2,
  "e_lumo_ha": [0.1644, 0.1643],
  "e_homo_ev": [0.2, -1.8],
  "orbital_gap_ev": [4.298, 6.309],
  "s2": 6.066,
  "symbols": ["Ru", "F", "C", "C", "C", "F", "C", "F", "C", "F", "C", "F", "C", "C", "C", "C", "C", "C", "C", "C", "C", "C", "C", "C", "N", "H", "H", "H", "H", "H", "H", "H", "H", "H", "H", "H", "H", "H", "H", "H", "H", "H", "N", "C", "C", "C", "C", "C", "C", "H", "H", "H", "H", "H", "C", "C", "C", "C", "C", "C", "H", "H", "H", "H", "H", "H", "H", "H", "H", "C", "C", "O", "C", "C", "C", "C", "C", "C", "H", "H", "H", "H", "H", "H", "H", "H"],
  "positions_angstrom": [[0.298650, 0.154279, -0.004543], [-1.154609, -1.438770, -1.947081], [-1.001104, -2.278662, -0.890369], [-0.479786, -1.749821, 0.291007], [-0.395635, -2.686611, 1.309832], [0.090323, -2.319339, 2.518340], [-0.779869, -4.010399, 1.184641], [-0.692913, -4.863097, 2.226665], [-1.253944, -4.477923, -0.024844], [-1.582486, -5.774852, -0.180891], [-1.355541, -3.595698, -1.086598], [-1.798010, -4.051129, -2.275084], [1.132053, 2.200256, 2.768107], [-0.334642, 2.212355, 3.220271], [-0.780520, 0.791977, 3.581562], [-1.175113, 2.966261, 2.190253], [-1.417282, 4.300465, 2.503485], [-2.090555, 5.142648, 1.642133], [-2.504646, 4.648271, 0.421153], [-2.295303, 3.323993, 0.051273], [-2.778077, 2.959852, -1.353439], [-3.997615, 2.031340, -1.357034], [-1.660815, 2.396413, -2.231895], [-1.640248, 2.445841, 0.955465], [-1.495579, 1.062052, 0.644717], [1.773491, 1.795136, 3.555844], [1.473982, 3.205439, 2.518951], [1.245638, 1.579670, 1.878118], [-0.390839, 2.810518, 4.137821], [-0.490995, 0.085715, 2.807334], [-1.861953, 0.730417, 3.710712], [-0.293875, 0.485820, 4.512340], [-1.059810, 4.694532, 3.450030], [-2.288245, 6.173328, 1.914517], [-3.008411, 5.312897, -0.273738], [-3.095927, 3.906560, -1.806133], [-3.720537, 1.027487, -1.047265], [-4.426763, 1.990078, -2.362974], [-4.761366, 2.399547, -0.667191], [-1.325476, 1.437477, -1.849555], [-0.807443, 3.074790, -2.241725], [-2.016086, 2.255674, -3.257275], [1.973767, -0.592727, -0.349383], [3.214948, -0.742690, 0.075430], [4.292901, -1.004801, -0.827013], [5.595072, -1.106525, -0.390377], [5.916652, -0.994989, 0.962559], [4.881854, -0.791001, 1.877195], [3.577088, -0.665947, 1.460193], [4.056704, -1.101994, -1.880154], [6.390205, -1.284599, -1.108109], [6.944403, -1.077050, 1.295344], [5.112493, -0.720459, 2.936178], [2.772510, -0.509626, 2.169731], [-5.106993, -2.180382, 1.178740], [-4.516812, -1.102731, 2.099180], [-5.648278, -0.152361, 2.527750], [-3.940853, -1.776422, 3.355956], [-3.486357, -0.316584, 1.411618], [-2.507481, 0.313869, 1.062370], [-5.928429, -2.699249, 1.684351], [-4.347295, -2.914445, 0.905147], [-5.492477, -1.729343, 0.263226], [-6.409640, -0.695398, 3.097859], [-6.121054, 0.294759, 1.651534], [-5.248285, 0.653873, 3.143864], [-4.675592, -2.453413, 3.806649], [-3.663342, -1.023972, 4.096131], [-3.047275, -2.350661, 3.108279], [1.436266, 1.500218, -2.915161], [1.705562, 2.378140, -1.706796], [1.146075, 2.147797, -0.566491], [2.580729, 3.481501, -1.862850], [3.145367, 3.863150, -3.118201], [4.018416, 4.923550, -3.215854], [4.383565, 5.672683, -2.091978], [3.825516, 5.328355, -0.850636], [2.949034, 4.278398, -0.735974], [0.913670, 0.602485, -2.603334], [2.375266, 1.200704, -3.386861], [0.825737, 2.024889, -3.659386], [2.877981, 3.320978, -4.016869], [4.430146, 5.189676, -4.185434], [5.081156, 6.497880, -2.177472], [4.091362, 5.903916, 0.030993], [2.511193, 4.007627, 0.216839]],
  "forces_ev_per_a": [[1.16, -0.12, -0.10], [0.00, -0.10, -0.18], [0.10, 0.29, 0.36], [-0.12, -0.59, -0.40], [0.00, 0.54, -0.12], [0.06, -0.07, 0.12], [-0.06, -0.07, 0.01], [0.04, -0.06, 0.05], [0.13, 0.15, -0.03], [-0.09, -0.10, 0.02], [-0.09, -0.07, 0.13], [-0.06, 0.01, -0.10], [-0.15, 0.02, 0.19], [0.08, -0.22, -0.25], [0.00, 0.19, 0.01], [-0.03, -0.20, -0.10], [-0.04, 0.14, -0.01], [-0.03, 0.04, 0.02], [-0.04, 0.08, 0.03], [0.16, -0.10, -0.02], [0.09, -0.34, 0.11], [0.07, 0.18, 0.05], [-0.13, 0.23, 0.02], [-0.26, 0.52, 0.11], [0.11, 0.03, -0.09], [0.01, -0.04, 0.00], [0.04, -0.01, -0.05], [0.11, 0.04, -0.08], [-0.03, 0.01, -0.06], [-0.07, -0.07, 0.00], [0.01, -0.03, 0.01], [0.00, 0.00, 0.02], [0.01, -0.08, 0.02], [0.05, 0.01, -0.01], [0.00, -0.03, -0.02], [0.02, -0.01, 0.06], [-0.02, -0.11, 0.04], [0.01, -0.04, 0.00], [-0.03, -0.05, -0.02], [0.04, -0.08, -0.01], [0.01, -0.04, -0.02], [-0.03, 0.01, -0.01], [-0.99, 0.53, -0.28], [0.67, -0.24, 0.41], [-0.25, 0.07, -0.01], [0.16, -0.07, 0.08], [-0.06, -0.05, 0.00], [0.18, 0.04, 0.07], [-0.27, 0.01, -0.25], [-0.04, 0.05, 0.00], [-0.04, 0.02, -0.04], [0.00, 0.00, 0.01], [-0.02, 0.01, -0.01], [0.02, 0.02, 0.03], [0.02, 0.00, 0.01], [-0.19, 0.02, 0.13], [-0.01, -0.06, -0.03], [0.01, -0.04, -0.02], [0.26, -0.03, -0.08], [-0.30, 0.20, 0.05], [0.01, -0.04, 0.00], [0.04, 0.01, -0.02], [0.03, 0.01, -0.01], [-0.01, 0.00, 0.01], [0.01, 0.01, -0.01], [-0.01, 0.00, 0.02], [-0.02, 0.02, 0.01], [0.04, 0.00, -0.02], [0.01, 0.00, -0.03], [0.02, 0.15, 0.34], [0.03, 0.05, -0.10], [-0.28, -0.48, 0.04], [0.03, 0.08, 0.03], [-0.05, -0.06, -0.02], [0.06, 0.12, 0.05], [0.06, 0.04, -0.01], [0.00, 0.03, -0.09], [-0.12, -0.09, 0.10], [-0.07, -0.13, -0.01], [-0.01, -0.03, -0.05], [0.05, -0.01, -0.03], [0.02, -0.02, 0.02], [-0.02, -0.04, -0.01], [-0.02, 0.00, -0.01], [-0.01, -0.02, 0.01], [0.05, 0.04, 0.01]]
}

***

4.
{
  "formula": "C4H2Cl5N",
  "method": "ωB97M-V/def2-TZVPD",
  "multiplicity": 1,
  "total_energy_ev": -68279.39990,
  "e_lumo_ha": [-0.0508, -0.0508],
  "e_homo_ev": [-9.6, -9.6],
  "orbital_gap_ev": [8.173, 8.174],
  "symbols": ["C", "C", "C", "C", "N", "Cl", "Cl", "Cl", "Cl", "Cl", "H", "H"],
  "positions_angstrom": [[-1.846854, -1.329539, -0.268195], [-1.671215, -0.034761, 0.165367], [0.649194, -0.168787, 0.410656], [1.485543, 0.871150, -0.392754], [-1.888278, -2.466352, -0.521302], [0.552174, 0.251437, 2.063789], [1.036701, -1.809861, 0.049085], [0.979146, 2.528472, 0.058814], [3.184983, 0.563750, 0.006591], [1.188189, 0.672704, -2.193639], [-1.671278, 0.702543, -0.537117], [-1.998301, 0.219239, 1.158701]],
  "forces_ev_per_a": [[-0.52, -2.71, -0.39], [3.02, -0.68, 1.23], [-2.53, 0.07, -0.76], [-0.87, -0.24, -0.59], [-0.02, 1.36, 0.10], [0.65, -0.25, 1.18], [0.00, 0.55, 0.18], [0.34, -0.52, -0.32], [-0.15, 0.44, -0.26], [0.25, -0.01, 1.30], [-0.30, 2.00, -1.85], [0.13, -0.01, 0.18]]
}